The following is a DFT calculation (ωB97M-V/def2-TZVPD) of a single C3H4N4 molecule in a non-equilibrium geometry.

The geometry in ORCA input format:
```
! wB97M-V def2-TZVPD RIJCOSX def2/J DEFGRID3
* xyz 0 1
C -0.077 -0.106 -0.492
C -0.530 1.828 0.317
C 0.556 1.171 1.083
H 0.266 -3.004 -1.636
H 0.355 -2.362 0.122
H -1.004 2.873 0.752
H 1.066 1.918 1.939
N -0.173 -2.367 -0.697
N -0.389 -0.990 -1.260
N -0.900 1.058 -0.766
N 0.830 -0.018 0.636
*
```

Values from the calculation:
- Relative energy (zero: lowest compared OMol25 entry of this formula, charge and spin): 498.4 kJ/mol
- Structure (SMILES): NN=C1N=CC=N1
- Orbital gap: 8.54 eV
- Highest occupied orbital energy: -9.60 eV